w.
Molecular formula: CH5OPS
Method: DFT, ωB97M-V/def2-TZVPD

Each atom is followed by the atoms it is bonded to, with distances in Å.
Positions of all 9 atoms, in Å:
1 C -0.11456 -1.10711 0.74964  P3 1.972, H5 1.054, H6 1.085, H7 1.147
2 O 1.11424 0.55523 -1.10376  P3 1.599, H8 0.984
3 P -0.08808 0.69123 -0.05919  C1 1.972, O2 1.599, S4 2.521, H9 1.354
4 S -2.13119 1.37599 -1.36785  P3 2.521
5 H 0.86961 -1.45170 0.59815  C1 1.054
6 H -0.40858 -0.72196 1.72029  C1 1.085
7 H -0.85503 -1.87082 0.32135  C1 1.147
8 H 1.18858 1.17662 -1.86313  O2 0.984
9 H 0.42500 1.35252 1.00450  P3 1.354

Its charge is 0. Its SMILES is C[P@@H](O)=S. The value obtained for the HOMO energy is -8.266 eV. As for the molecular weight: 96.09 g mol⁻¹.

x.
Molecular formula: CH5OPS
Method: DFT, ωB97M-V/def2-TZVPD

Each atom is followed by the atoms it is bonded to, with distances in Å.
Positions of all 9 atoms, in Å:
1 C 1.74473 -0.11454 0.26978  S4 1.802, H5 1.131, H6 1.153, H7 1.016
2 O -1.35013 -0.61865 0.48196  P3 1.517
3 P -2.44775 0.29045 -0.03807  O2 1.517, H8 1.298, H9 1.405
4 S 0.72491 -1.33762 -0.57303  C1 1.802
5 H 2.82053 -0.45107 0.36762  C1 1.131
6 H 1.15628 0.13999 1.22752  C1 1.153
7 H 1.94896 0.70145 -0.29946  C1 1.016
8 H -1.96338 1.49425 -0.06303  P3 1.298
9 H -2.63413 -0.10425 -1.37330  P3 1.405

Its charge is 0. The value obtained for the HOMO energy (spin up / spin down) is -8.747 / -8.443 eV. As for the molecular weight: 96.09 g mol⁻¹.

y.
Molecular formula: CH5OPS
Method: DFT, ωB97M-V/def2-TZVPD

Each atom is followed by the atoms it is bonded to, with distances in Å.
Positions of all 9 atoms, in Å:
1 C 1.33303 0.15415 0.29948  O2 1.343, H5 1.083, H6 1.160, H7 1.215
2 O 0.37021 -0.73861 0.58011  C1 1.343, P3 1.663
3 P -1.16623 -0.98967 -0.00493  O2 1.663, S4 2.171
4 S -2.24319 0.82946 0.48774  P3 2.171, H9 1.328
5 H 2.17913 -0.50399 0.45152  C1 1.083
6 H 1.22419 1.05214 1.02608  C1 1.160
7 H 1.34852 0.28587 -0.90795  C1 1.215
8 H 0.42351 -0.48936 -2.14446  no bonds
9 H -3.46915 0.40000 0.21240  S4 1.328

Its charge is 0. The value obtained for the HOMO energy (spin up / spin down) is -9.460 / -7.881 eV. As for the molecular weight: 96.09 g mol⁻¹.

z.
Molecular formula: CH5OPS
Method: DFT, ωB97M-V/def2-TZVPD

Each atom is followed by the atoms it is bonded to, with distances in Å.
Positions of all 9 atoms, in Å:
1 C 0.66172 1.41735 0.07554  P3 1.861, H5 1.103, H6 1.095, H7 1.107
2 O -1.11238 -1.98242 -0.58857  H8 1.011, H9 0.953
3 P 1.97460 0.36754 -0.72255  C1 1.861, S4 1.925
4 S 2.44053 -0.96717 0.58468  P3 1.925
5 H 0.37798 1.03767 1.07153  C1 1.103
6 H -0.14481 1.09435 -0.59078  C1 1.095
7 H 0.86622 2.49063 -0.10413  C1 1.107
8 H -0.18570 -1.59350 -0.47452  O2 1.011
9 H -1.51003 -1.63754 -1.38307  O2 0.953

Its charge is 0. Its SMILES is CP=S.O. The value obtained for the HOMO energy is -8.982 eV. As for the molecular weight: 96.09 g mol⁻¹.

Most stable of them? z.